No. 1
{
  "formula": "C54H40BrF9N5NaOPS2Te",
  "method": "the ωB97M-V functional and the def2-TZVPD basis",
  "spin_multiplicity": 1,
  "e_lumo_ev": 1.65,
  "de_lowest_ev": 0.000,
  "charge": -1,
  "e_homo_ev": -3.50,
  "symbols": ["Na", "C", "C", "N", "C", "C", "C", "C", "C", "C", "C", "N", "C", "C", "C", "C", "C", "C", "C", "C", "N", "C", "H", "H", "H", "H", "H", "H", "H", "H", "H", "H", "H", "H", "S", "C", "N", "C", "C", "N", "C", "C", "C", "C", "C", "C", "C", "C", "S", "C", "C", "C", "C", "C", "C", "C", "H", "H", "H", "H", "H", "H", "H", "H", "H", "H", "H", "H", "H", "H", "H", "H", "H", "H", "F", "C", "C", "F", "C", "F", "C", "P", "C", "C", "C", "C", "C", "C", "C", "C", "C", "C", "C", "C", "C", "Br", "C", "F", "H", "H", "H", "H", "H", "H", "H", "H", "H", "H", "F", "Te", "F", "F", "F", "F", "O"],
  "xyz": [[0.609, 0.505, -0.106], [-2.877, -3.024, -1.236], [-2.183, -1.887, -0.784], [-0.894, -1.856, -0.559], [-0.179, -2.996, -0.714], [-0.790, -4.208, -1.160], [-2.174, -4.175, -1.437], [-0.032, -5.384, -1.314], [1.321, -5.332, -1.093], [1.940, -4.157, -0.675], [1.231, -2.984, -0.386], [1.775, -1.850, 0.133], [2.822, -1.926, 0.988], [3.285, -3.082, 1.647], [4.463, -3.105, 2.390], [5.244, -1.984, 2.541], [4.728, -0.754, 2.091], [5.361, 0.479, 2.362], [4.717, 1.654, 2.089], [3.421, 1.594, 1.548], [2.848, 0.471, 1.182], [3.481, -0.700, 1.399], [-3.942, -2.968, -1.425], [-2.727, -0.966, -0.618], [-2.661, -5.072, -1.805], [-0.521, -6.304, -1.612], [1.930, -6.217, -1.242], [3.016, -4.145, -0.565], [2.706, -3.990, 1.566], [4.774, -4.042, 2.842], [6.204, -2.024, 3.043], [6.344, 0.473, 2.822], [5.171, 2.613, 2.300], [2.847, 2.502, 1.400], [-0.604, 0.026, 2.644], [-1.345, 1.501, 2.788], [-1.208, 2.294, 3.876], [-1.844, 3.596, 3.907], [-3.237, 3.466, 3.341], [-3.128, 2.987, 1.977], [-4.080, 3.494, 0.988], [-5.320, 2.629, 0.852], [-6.255, 2.601, 1.882], [-7.369, 1.778, 1.810], [-7.559, 0.967, 0.701], [-6.645, 1.005, -0.342], [-5.535, 1.835, -0.271], [-2.242, 1.998, 1.689], [-2.126, 1.334, 0.195], [-0.397, 1.929, 5.032], [-1.259, 1.470, 6.187], [-1.376, 2.246, 7.334], [-2.182, 1.839, 8.390], [-2.886, 0.649, 8.303], [-2.778, -0.131, 7.159], [-1.973, 0.275, 6.106], [-1.272, 4.314, 3.310], [-1.887, 3.941, 4.940], [-3.734, 4.435, 3.338], [-3.821, 2.772, 3.958], [-3.564, 3.580, 0.031], [-4.372, 4.490, 1.327], [-6.116, 3.236, 2.751], [-8.088, 1.768, 2.620], [-8.421, 0.314, 0.648], [-6.791, 0.381, -1.215], [-4.832, 1.868, -1.090], [0.195, 2.796, 5.330], [0.272, 1.132, 4.714], [-0.824, 3.177, 7.408], [-2.256, 2.453, 9.279], [-3.517, 0.331, 9.123], [-3.321, -1.066, 7.090], [-1.886, -0.336, 5.217], [-2.294, -1.540, -7.994], [-1.494, -1.327, -6.950], [-0.190, -1.775, -6.973], [0.269, -2.408, -8.055], [0.642, -1.555, -5.888], [1.911, -1.927, -6.059], [0.202, -0.937, -4.719], [1.126, -0.862, -3.084], [2.423, -2.107, -3.468], [1.992, -3.411, -3.702], [2.897, -4.411, -4.015], [4.254, -4.131, -4.047], [4.697, -2.844, -3.784], [3.786, -1.833, -3.512], [2.124, 0.639, -3.355], [2.116, 1.406, -4.440], [2.956, 2.637, -4.579], [3.899, 2.855, -3.436], [3.881, 2.115, -2.335], [2.837, 1.054, -2.071], [-1.115, -0.439, -4.753], [-1.751, 0.639, -3.364], [-1.943, -0.631, -5.846], [-3.187, -0.149, -5.858], [0.931, -3.636, -3.664], [2.541, -5.414, -4.211], [4.971, -4.912, -4.272], [5.755, -2.615, -3.801], [4.154, -0.826, -3.363], [1.507, 1.157, -5.303], [3.504, 2.610, -5.526], [4.608, 3.666, -3.558], [4.577, 2.298, -1.526], [3.298, 0.184, -1.587], [2.791, 4.072, -0.325], [1.264, 3.444, -1.441], [2.106, 3.764, -4.710], [-0.621, 2.901, -1.746], [0.426, 5.160, -0.814], [0.641, 3.028, 0.344], [1.834, 1.528, -1.147]],
  "forces_ev_per_a": [[-1.52, -1.98, 1.89], [-0.03, -0.17, -0.07], [0.18, 0.06, -0.03], [-0.25, 0.14, 0.18], [-0.04, -0.41, -0.10], [0.11, 0.30, 0.02], [-0.11, 0.08, 0.03], [0.12, -0.19, -0.08], [-0.13, -0.06, -0.07], [-0.06, 0.18, 0.03], [0.22, -0.16, 0.15], [0.00, 0.34, 0.06], [-0.15, -0.38, 0.03], [-0.15, 0.12, -0.05], [0.17, 0.15, 0.01], [0.09, -0.26, 0.07], [-0.24, 0.10, -0.13], [-0.04, 0.08, -0.01], [0.12, -0.11, 0.07], [-0.15, 0.06, -0.13], [-0.09, 0.12, 0.06], [0.34, -0.06, 0.23], [0.00, 0.01, 0.00], [-0.03, 0.05, -0.01], [0.01, -0.02, 0.03], [-0.02, 0.02, -0.02], [0.00, 0.00, -0.04], [-0.01, -0.02, 0.05], [0.06, -0.03, -0.02], [0.02, -0.01, -0.04], [-0.04, 0.05, 0.06], [-0.01, -0.01, 0.02], [-0.02, 0.01, 0.03], [0.04, -0.01, -0.09], [-0.13, 0.17, 0.14], [0.62, -0.39, 0.82], [-0.08, -0.07, -0.38], [-0.16, 0.13, -0.07], [0.10, -0.02, 0.19], [0.14, -0.17, 0.09], [-0.04, -0.20, -0.09], [0.13, -0.01, 0.05], [-0.03, -0.02, 0.01], [0.00, 0.02, 0.06], [-0.03, -0.01, -0.02], [-0.02, 0.00, -0.04], [-0.03, 0.08, 0.07], [-0.51, 0.27, -0.81], [-0.28, 0.29, 0.03], [-0.05, -0.19, 0.00], [-0.02, 0.12, 0.00], [0.05, -0.01, -0.01], [-0.02, 0.01, 0.03], [0.00, 0.04, 0.04], [-0.01, -0.01, -0.02], [0.01, 0.01, 0.02], [0.04, 0.02, 0.07], [0.00, -0.03, 0.02], [-0.01, -0.01, -0.03], [-0.04, 0.07, 0.01], [0.02, -0.01, 0.04], [0.04, 0.02, -0.05], [0.01, -0.02, 0.00], [0.01, 0.00, 0.00], [0.01, 0.00, -0.01], [0.00, 0.01, 0.00], [0.12, -0.03, 0.00], [0.00, 0.02, -0.07], [0.06, 0.03, 0.01], [0.01, -0.01, -0.01], [-0.01, 0.00, -0.01], [0.01, -0.02, -0.01], [0.00, 0.00, -0.02], [0.02, -0.01, -0.05], [-0.06, 0.01, -0.09], [0.08, -0.01, 0.05], [-0.06, -0.03, -0.01], [0.04, -0.01, -0.08], [-0.04, 0.23, 0.17], [0.10, -0.03, -0.14], [-0.28, 0.01, 0.05], [0.08, -0.13, -0.96], [0.01, -0.15, 0.17], [0.01, 0.04, 0.06], [-0.05, -0.03, 0.01], [0.08, -0.01, 0.00], [0.03, 0.03, 0.01], [-0.05, -0.01, 0.02], [-0.12, 0.24, 0.33], [0.10, -0.01, -0.02], [-0.02, -0.08, 0.08], [0.06, -0.05, -0.14], [-0.02, -0.15, 0.13], [-0.24, 0.29, -0.20], [0.24, -0.17, -0.15], [-0.05, 0.08, 0.19], [0.07, 0.04, 0.22], [-0.08, -0.01, -0.07], [0.01, -0.08, 0.09], [-0.01, 0.00, 0.01], [-0.02, -0.02, 0.00], [0.00, -0.02, -0.01], [0.01, -0.01, 0.02], [-0.02, -0.02, 0.02], [0.04, -0.08, 0.04], [0.03, -0.02, 0.07], [-0.02, 0.11, 0.03], [-0.07, 0.07, 0.04], [-0.14, -0.28, -0.65], [-1.40, 2.02, 2.30], [0.07, -0.04, 0.01], [0.60, -0.09, -0.36], [0.43, -0.49, -0.71], [0.23, -0.39, -0.28], [2.12, 1.13, -2.37]]
}



No. 2
{
  "formula": "C6H15AgCuN3O8S2",
  "method": "the ωB97M-V functional and the def2-TZVPD basis",
  "s2": 0.78,
  "spin_multiplicity": 2,
  "e_lumo_ev": [-6.54, -7.72],
  "charge": 1,
  "e_homo_ev": [-9.90, -9.90],
  "symbols": ["Cu", "Ag", "N", "O", "O", "O", "N", "O", "O", "O", "C", "C", "N", "H", "H", "H", "C", "S", "O", "C", "H", "H", "H", "H", "H", "H", "C", "S", "O", "C", "H", "H", "H", "H", "H", "H"],
  "xyz": [[-11.754, 23.395, 10.109], [-8.934, 20.318, 5.735], [-13.384, 20.853, 6.475], [-13.126, 21.535, 7.440], [-12.459, 20.704, 5.631], [-14.433, 20.321, 6.285], [-9.773, 19.105, 10.082], [-10.159, 18.348, 10.926], [-9.185, 18.718, 9.060], [-10.130, 20.301, 10.250], [-14.586, 17.120, 9.563], [-13.884, 16.438, 8.495], [-13.368, 15.862, 7.602], [-15.593, 17.461, 9.323], [-13.943, 17.723, 10.204], [-14.926, 16.448, 10.350], [-8.660, 13.258, 10.303], [-10.359, 12.721, 9.890], [-10.528, 11.194, 9.871], [-11.105, 13.289, 11.441], [-8.008, 12.953, 9.484], [-8.303, 12.689, 11.161], [-8.521, 14.334, 10.412], [-11.312, 14.357, 11.375], [-10.399, 13.113, 12.253], [-12.055, 12.808, 11.672], [-8.404, 21.799, 15.433], [-9.568, 23.272, 15.259], [-10.564, 22.886, 14.138], [-10.650, 23.139, 16.791], [-8.970, 20.871, 15.359], [-7.923, 22.033, 16.383], [-7.674, 21.881, 14.627], [-11.305, 24.010, 16.810], [-9.990, 23.275, 17.648], [-11.144, 22.171, 16.874]],
  "forces_ev_per_a": [[0.09, -0.53, 0.20], [-0.36, -0.28, 0.36], [1.07, -0.43, -1.11], [0.25, 1.07, 1.62], [0.36, -0.09, -0.16], [-1.16, -0.46, -0.09], [-1.27, 0.84, -0.66], [0.16, -1.79, 1.10], [0.27, 0.62, -0.08], [0.63, 0.92, -0.93], [-0.61, -0.77, 1.58], [1.35, -1.92, -2.89], [-1.54, 2.00, 2.92], [0.54, 0.98, -0.67], [-0.09, 0.83, -0.77], [0.39, -1.08, -0.17], [0.45, -1.07, -0.19], [-1.01, -1.36, -0.20], [0.96, 2.30, 0.30], [0.20, 0.31, 0.37], [-0.22, -0.06, -0.24], [-0.13, 0.22, 0.27], [-0.55, -0.02, 0.19], [0.22, 0.11, -0.14], [-0.11, -0.07, 0.06], [0.19, -0.33, -0.43], [-0.94, 1.53, 0.17], [-2.07, -1.67, -0.90], [1.42, 0.73, 0.95], [1.60, 0.11, -0.13], [0.07, 0.14, 0.30], [0.12, -0.63, 0.08], [-0.17, 0.08, 0.01], [-0.16, -0.29, -0.45], [0.13, -0.13, 0.10], [-0.09, 0.20, -0.37]]
}